16
Properties=species:S:1:pos:R:3:forces:R:3 method="wB97M-V/def2-TZVPD" lumo_energy_ev=0.521 homo_energy_ev=-8.8 orbital_gap_ev=9.31
C 1.493 -0.487 -0.798 0.09 -2.70 2.32
C 0.938 0.508 1.483 -1.09 1.31 0.42
C 0.694 0.515 -0.024 -2.12 1.47 -0.97
O -1.328 -0.346 -1.901 -0.44 -1.68 0.47
P -1.120 -0.114 -0.260 -1.00 -1.02 -0.74
S -1.734 -1.775 0.644 0.72 1.01 -0.33
S -2.379 1.541 0.238 -0.97 -1.35 0.05
H 1.367 -1.528 -0.213 0.00 1.95 -1.61
H 1.024 -0.502 -1.752 0.45 -0.61 -1.16
H 2.578 -0.367 -0.777 -0.17 0.57 -0.31
H 0.991 1.526 1.889 0.18 -0.15 -0.18
H 1.861 0.019 1.641 1.00 -0.53 0.49
H 0.147 0.027 2.102 0.50 -0.04 -0.72
H 0.721 1.560 -0.590 -0.05 -1.92 1.50
H -1.710 -1.289 -2.116 1.08 2.63 1.05
H -3.544 0.712 0.434 1.82 1.06 -0.29

87
Properties=species:S:1:pos:R:3:forces:R:3 method="wB97M-V/def2-TZVPD" lumo_energy_ev=-3.651 homo_energy_ev=-11.8 total_charge=+1 orbital_gap_ev=8.12
O -2.953 2.870 2.139 6.46 -4.15 -4.48
C -1.911 2.289 1.497 -2.97 3.22 3.42
C -2.117 0.948 0.556 -2.10 -0.20 1.38
N -1.375 0.987 -0.762 0.88 0.62 -0.63
C -1.942 0.021 -1.824 -1.55 -1.25 -0.15
C -0.718 -0.855 -2.553 0.93 1.33 -0.91
C 0.706 -0.270 -1.989 -1.35 0.64 2.86
C 1.726 -1.252 -1.150 0.59 0.62 -0.20
O 1.028 -2.075 -0.108 -2.38 3.99 -2.93
O 1.903 -2.941 0.355 3.51 -2.83 2.99
C 0.115 0.700 -0.802 4.36 2.98 0.61
C -0.388 2.945 1.702 1.99 0.91 -0.26
C 0.644 2.264 2.796 1.01 3.55 -3.02
C 2.153 2.922 2.925 -3.52 1.21 -2.86
C 2.528 4.202 1.965 -2.51 -1.32 -0.20
C 1.483 4.888 0.865 -1.43 -3.85 2.56
C -0.035 4.232 0.735 3.44 -1.62 2.89
H -3.282 0.908 0.299 2.51 0.20 0.59
H -1.863 -0.041 1.129 -0.20 1.97 -1.00
H -1.459 2.000 -1.067 -0.02 -1.71 0.11
H -2.577 0.668 -2.578 1.36 -1.55 1.47
H -2.672 -0.621 -1.162 1.33 0.90 -1.86
H -0.753 -0.499 -3.681 -0.13 -1.53 2.19
H -0.690 -2.013 -2.368 -0.71 2.43 -0.52
H 1.336 0.475 -2.652 -1.39 -2.12 0.93
H 2.330 -1.973 -1.848 -1.12 1.41 1.41
H 2.435 -0.524 -0.523 -1.11 -1.58 -1.65
H 2.199 -2.677 1.294 -0.83 -0.02 -1.92
H 0.556 1.758 -1.101 -0.77 -2.03 0.94
H 0.669 0.510 0.236 -2.03 0.19 -2.00
H 0.249 1.335 3.390 1.03 2.08 -1.15
H 2.899 2.428 3.695 -1.58 1.35 -1.86
H 3.636 4.630 2.077 -2.83 -0.90 -0.32
H 1.808 5.790 0.183 -0.68 -2.06 1.67
H -0.820 4.657 -0.028 1.68 -0.91 1.78
C 2.069 5.198 6.021 -0.24 0.03 -0.25
C 3.551 5.501 5.923 -1.20 -0.63 0.44
C 4.003 6.639 6.784 -0.02 0.03 1.05
O 5.179 7.066 6.119 0.15 -0.08 -1.15
C 4.984 6.786 4.794 1.48 1.02 -1.74
O 5.674 7.211 3.885 -1.60 -1.06 2.01
O 3.897 5.965 4.627 0.94 0.65 -0.23
H 1.744 4.582 5.175 0.11 0.01 0.20
H 1.841 4.668 6.951 0.10 0.06 -0.12
H 1.468 6.114 5.993 0.17 -0.07 0.01
H 4.130 4.590 6.117 0.06 0.13 0.08
H 4.223 6.334 7.813 0.14 0.14 -0.26
H 3.303 7.483 6.803 -0.13 -0.24 -0.04
C 1.867 -6.588 -0.076 -0.33 -0.07 -0.16
C 3.150 -7.243 -0.546 -0.96 0.46 0.86
C 4.196 -6.280 -1.015 0.51 0.62 0.56
O 4.976 -7.086 -1.879 -0.33 -0.70 -0.54
C 4.119 -8.016 -2.401 0.42 -1.63 -2.05
O 4.370 -8.737 -3.350 -0.57 1.71 2.22
O 2.932 -8.022 -1.712 0.92 -0.13 -0.76
H 1.052 -7.320 -0.032 0.23 0.05 0.12
H 1.997 -6.147 0.918 0.02 -0.09 -0.14
H 1.544 -5.797 -0.761 0.14 -0.09 0.06
H 3.534 -7.910 0.235 0.10 0.11 -0.08
H 4.803 -5.879 -0.197 0.03 -0.17 -0.27
H 3.794 -5.446 -1.604 -0.20 -0.07 0.17
C -8.588 1.735 2.355 -0.31 -0.02 -0.15
C -7.304 1.080 1.884 -0.95 0.58 0.95
C -6.259 2.043 1.415 0.32 0.95 0.87
O -5.478 1.237 0.551 -0.07 -0.87 -0.73
C -6.335 0.306 0.030 -0.32 -1.54 -1.65
O -6.084 -0.414 -0.920 -0.21 1.57 2.03
O -7.522 0.300 0.718 1.32 -0.26 -1.09
H -9.402 1.003 2.398 0.24 0.07 0.11
H -8.458 2.176 3.348 0.03 -0.12 -0.14
H -8.910 2.526 1.670 0.13 -0.12 0.04
H -6.920 0.412 2.666 0.09 0.09 -0.08
H -5.651 2.444 2.234 0.05 -0.17 -0.32
H -6.660 2.876 0.827 -0.17 -0.13 0.16
C 1.270 -4.161 -5.733 0.24 0.18 0.11
C -0.098 -3.666 -6.159 0.99 -1.03 0.45
C -0.322 -3.678 -7.639 0.04 -0.90 -0.61
O -1.336 -2.702 -7.794 -0.14 1.08 0.79
C -1.145 -1.798 -6.785 -1.03 1.92 -0.17
O -1.676 -0.703 -6.723 1.15 -2.31 0.06
O -0.265 -2.290 -5.853 -0.80 0.84 -0.55
H 1.488 -3.856 -4.703 -0.14 -0.17 -0.10
H 1.326 -5.252 -5.796 -0.06 0.17 0.03
H 2.063 -3.741 -6.361 -0.18 -0.03 0.02
H -0.877 -4.224 -5.626 -0.01 0.03 -0.16
H -0.656 -4.653 -8.011 -0.09 0.32 0.02
H 0.549 -3.353 -8.219 0.06 -0.12 0.24

73
Properties=species:S:1:pos:R:3:forces:R:3 method="wB97M-V/def2-TZVPD" lumo_energy_ev=-2.002 homo_energy_ev=-4.3 total_charge=-1 orbital_gap_ev=2.27
Rb -0.967 -1.590 0.052 0.76 -1.47 1.19
N 2.047 -1.022 2.924 0.00 -0.21 -0.08
P 0.482 -1.760 3.135 -0.04 0.20 0.28
C 0.484 -1.843 4.969 0.06 -0.06 0.01
C 0.144 -3.057 5.556 0.03 -0.03 0.04
C 0.096 -3.178 6.942 0.00 0.00 -0.03
C 0.401 -2.090 7.744 0.02 0.02 -0.01
C 0.741 -0.872 7.164 -0.01 -0.03 -0.01
C 0.771 -0.748 5.785 -0.01 -0.01 0.02
C -0.637 -0.308 2.987 0.03 -0.05 0.07
C -0.229 0.977 2.655 0.00 0.01 0.11
C -1.159 2.008 2.597 0.01 -0.02 0.00
C -2.497 1.756 2.851 -0.01 -0.03 -0.01
C -2.916 0.464 3.155 0.05 0.04 0.02
C -1.991 -0.564 3.223 0.06 0.03 0.08
C 2.800 -1.320 1.806 -0.10 -0.04 0.12
C 4.177 -1.051 1.754 0.01 -0.01 0.01
C 4.863 -1.377 0.607 0.04 0.00 -0.02
C 4.188 -1.970 -0.459 0.00 0.02 0.01
C 2.834 -2.194 -0.308 0.02 0.03 0.02
N 2.145 -1.870 0.786 0.02 0.12 -0.20
H 2.561 -0.719 3.737 -0.03 0.07 -0.03
H -0.097 -3.906 4.926 -0.02 0.01 0.00
H -0.183 -4.123 7.389 0.00 0.00 0.00
H 0.365 -2.185 8.822 0.00 0.00 0.00
H 0.962 -0.015 7.789 0.00 0.00 0.00
H 0.989 0.217 5.338 -0.02 0.00 -0.01
H 0.814 1.172 2.440 -0.01 0.00 -0.03
H -0.840 3.006 2.324 0.00 0.00 -0.01
H -3.222 2.557 2.776 0.00 0.00 0.00
H -3.964 0.257 3.325 0.00 0.00 -0.01
H -2.311 -1.572 3.472 -0.06 -0.01 -0.11
H 4.679 -0.608 2.604 -0.01 0.02 -0.01
H 5.926 -1.180 0.542 0.00 0.00 0.00
H 4.697 -2.247 -1.371 0.00 -0.01 0.00
H 2.262 -2.660 -1.104 -0.01 0.01 0.00
S -2.147 -4.539 1.924 0.06 0.05 -0.11
C -3.146 -5.504 0.981 0.09 0.18 0.13
N -3.838 -6.174 0.330 0.01 -0.03 -0.02
Cl -5.686 5.913 0.019 0.03 -0.05 -0.01
C -4.727 4.455 -0.126 -0.03 0.02 0.00
C -5.352 3.222 -0.049 -0.01 -0.01 0.00
C -4.582 2.072 -0.159 0.00 -0.02 0.00
C -3.207 2.153 -0.339 -0.05 0.10 0.06
C -2.608 3.402 -0.423 0.00 0.06 0.01
C -3.360 4.562 -0.317 0.01 -0.01 0.00
C -2.366 0.892 -0.403 0.05 0.25 -0.03
O -1.115 1.056 -0.482 -0.19 0.03 -0.36
O -2.973 -0.202 -0.351 -0.77 0.81 -0.32
H -6.423 3.167 0.096 0.00 0.00 0.00
H -5.030 1.089 -0.096 0.00 0.01 0.00
H -1.537 3.447 -0.570 0.00 -0.01 0.01
H -2.900 5.539 -0.381 0.00 0.00 0.00
F -0.233 2.434 -5.803 0.02 -0.05 0.03
C 0.674 1.473 -5.845 0.02 -0.03 0.07
C 1.626 1.541 -6.784 0.05 -0.06 0.01
F 1.618 2.570 -7.622 0.04 -0.02 -0.01
C 2.663 0.535 -6.935 -0.11 -0.01 0.10
C 2.559 -0.572 -6.000 0.02 0.06 -0.05
C 1.599 -0.656 -5.072 -0.08 0.07 -0.05
F 1.622 -1.681 -4.238 -0.07 -0.03 0.04
C 0.566 0.360 -4.908 0.17 0.05 -0.11
C -0.406 0.282 -3.966 -0.18 0.01 0.28
C -0.622 -0.908 -3.183 -0.02 0.32 -0.08
N -0.860 -1.859 -2.589 0.09 -0.10 -0.78
C -1.312 1.364 -3.691 0.00 -0.24 -0.06
N -2.044 2.222 -3.479 -0.05 0.02 -0.05
F 3.477 -1.529 -6.054 0.00 0.03 -0.01
C 3.651 0.628 -7.861 0.21 0.01 -0.23
C 3.784 1.730 -8.780 0.02 -0.18 0.16
N 3.974 2.575 -9.535 0.00 0.02 -0.04
C 4.688 -0.358 -8.026 -0.14 0.19 0.02
N 5.555 -1.086 -8.218 0.02 -0.03 -0.03

77
Properties=species:S:1:pos:R:3:forces:R:3 method="wB97M-V/def2-TZVPD" lumo_energy_ev="-8.608 / -7.511" homo_energy_ev="-13.5 / -13.5" total_charge=+2 orbital_gap_ev="4.87 / 5.96"
C -0.964 -6.115 -4.797 -0.41 0.18 0.02
C -1.525 -4.848 -4.511 -0.21 -0.19 -0.60
C -2.580 -4.386 -5.328 0.14 -0.43 0.08
C -3.102 -5.260 -6.293 0.47 0.14 0.32
N -2.619 -6.488 -6.512 0.05 0.16 0.32
C -1.570 -6.900 -5.789 0.10 0.61 0.23
C -1.021 -4.032 -3.435 0.88 0.15 0.92
C -0.496 -3.449 -2.496 -0.85 -0.71 -1.49
C 0.224 -2.479 -1.749 0.05 0.02 0.08
C 0.733 -2.703 -0.456 0.23 0.49 -0.05
C 1.406 -1.655 0.202 -0.44 -0.63 0.33
C 1.618 -0.490 -0.490 0.92 -1.05 -1.08
C 1.329 -0.309 -1.845 -0.61 -0.64 -0.67
C 0.476 -1.270 -2.425 0.61 0.41 0.10
Pb 0.273 1.455 -0.252 0.68 0.31 1.26
P 0.091 0.590 2.693 -0.84 -1.14 1.46
H -2.981 -3.372 -5.226 0.08 -0.49 0.12
H -0.078 -6.482 -4.270 -0.48 0.14 -0.06
H -3.948 -4.943 -6.906 0.26 -0.14 0.10
H -1.185 -7.901 -5.995 -0.14 0.31 -0.03
H 0.042 -1.141 -3.421 0.38 0.02 0.32
H 0.638 -3.690 -0.002 -0.12 0.36 -0.02
H 1.628 0.572 -2.439 0.02 -0.39 0.33
H 1.756 -1.761 1.231 -0.02 -0.02 -0.54
C 0.124 1.717 4.147 0.36 0.70 -0.21
C -1.218 2.001 4.814 -0.55 -0.02 0.18
H 0.573 2.638 3.750 -0.14 -0.02 0.23
H 0.835 1.348 4.902 -0.05 -0.15 -0.52
H -1.118 2.753 5.605 0.22 -0.11 -0.21
H -1.962 2.388 4.115 0.11 0.05 0.08
H -1.650 1.116 5.291 0.14 0.05 -0.15
C -1.678 0.526 2.022 -0.31 0.23 -0.57
C -2.420 -0.802 2.075 -0.18 -0.51 0.14
H -1.666 0.748 0.935 0.04 -0.01 0.59
H -2.296 1.343 2.425 0.45 -0.22 0.11
H -3.325 -0.725 1.459 0.17 0.05 0.17
H -1.816 -1.601 1.635 -0.12 0.01 0.15
H -2.739 -1.095 3.080 0.17 0.07 -0.18
C 0.447 -1.091 3.424 0.35 -0.30 -0.34
C -0.232 -1.350 4.779 -0.23 0.13 0.23
H 1.547 -1.161 3.535 -0.51 0.13 -0.09
H 0.159 -1.881 2.706 0.08 0.50 0.20
H -0.056 -2.387 5.110 0.06 0.39 -0.28
H 0.168 -0.690 5.561 -0.20 -0.22 -0.23
H -1.323 -1.217 4.724 0.41 -0.01 0.08
Br 2.529 1.589 1.422 -0.01 0.19 0.36
P -0.669 4.032 -1.308 -0.70 1.20 -0.99
C -1.604 3.485 0.210 0.27 0.41 0.52
C -2.408 4.659 0.781 0.00 -0.18 0.28
H -0.921 3.203 1.038 -0.37 -0.11 -0.13
H -2.257 2.631 -0.054 0.22 0.32 0.03
H -3.104 4.272 1.534 -0.03 0.22 -0.17
H -1.708 5.322 1.304 -0.27 0.11 -0.24
H -2.947 5.213 0.007 0.07 -0.11 0.21
C 1.150 4.241 -1.072 0.60 -0.24 0.17
C 1.685 5.498 -1.815 0.23 -0.02 -0.04
H 1.685 3.347 -1.481 0.06 0.56 0.40
H 1.359 4.327 0.009 0.10 -0.07 -0.38
H 2.662 5.772 -1.398 -0.19 -0.11 -0.07
H 1.844 5.336 -2.893 -0.25 -0.12 0.41
H 1.028 6.368 -1.705 0.00 -0.30 0.09
C -0.851 2.641 -2.524 -0.55 0.05 -0.13
C -2.102 2.935 -3.369 0.06 -0.33 -0.47
H -0.995 1.650 -2.026 -0.31 0.36 -1.09
H 0.058 2.601 -3.150 -0.31 -0.02 0.17
H -2.109 2.291 -4.254 -0.08 0.10 0.11
H -3.031 2.734 -2.819 0.25 0.19 -0.01
H -2.092 3.979 -3.702 -0.08 -0.28 0.09
C 5.696 -1.168 2.840 0.14 0.12 0.08
C 4.308 -1.625 2.502 0.07 -0.33 0.17
O 4.147 -1.588 1.096 -0.40 -0.63 -0.76
H 6.393 -1.706 2.205 0.18 -0.07 -0.02
H 5.955 -1.371 3.871 0.04 0.11 0.27
H 5.790 -0.108 2.620 0.16 0.12 0.07
H 4.136 -2.644 2.873 -0.11 0.16 0.07
H 3.545 -0.957 2.917 0.09 -0.04 0.12
H 4.330 -2.480 0.755 0.10 0.53 0.04